Below is a cluster of 4 separate species, C32H36Br8F17N3O8P2 in total in a non-equilibrium geometry, with properties calculated with the ωB97M-V functional and the def2-TZVPD basis.

```
106
Properties=species:S:1:pos:R:3:forces:R:3:mulliken_charge:R:1
C -0.4238 4.3179 2.9301 -0.6574 -0.7719 -1.4011 -0.923
C -0.8957 2.8469 3.2680 1.2540 2.4811 0.5161 0.360
O -0.3707 2.2990 4.1966 -0.9194 -0.5568 -0.4517 -0.498
N -1.8971 2.2832 2.3729 0.8056 -2.1328 -0.0420 0.964
C -2.6486 1.1765 2.9257 -1.0133 -1.4539 0.4028 0.585
C -3.1349 -0.0689 2.0676 -0.9334 1.0151 -0.1374 -0.814
O -2.9967 1.1679 4.0771 0.5740 0.6519 -0.4063 -0.539
C -1.4156 2.0664 1.0273 -0.2138 0.5538 -2.8066 -1.061
C -0.2210 1.2734 0.7079 -0.1564 0.8304 -0.8695 0.597
C 0.6897 0.5756 1.7631 0.1051 -0.5367 -1.0030 -1.186
C 0.0954 -0.7697 2.3584 1.2831 0.5474 0.8687 -0.102
O 1.2012 -1.4035 3.0647 -0.2619 0.9014 -0.6201 -0.311
C 0.1362 1.1423 -0.6918 -1.3438 1.4753 -0.6373 -0.683
C -0.6516 1.7266 -1.8005 -0.5180 0.5261 2.5724 0.621
C -1.8567 2.4895 -1.4981 0.6492 -1.2520 1.3549 -0.028
P -2.8293 3.1629 -2.9529 0.8313 3.0222 -0.9239 0.172
N -2.4688 4.6889 -3.2596 0.0977 -1.3335 -0.4822 -0.378
C -2.2289 2.6694 -0.0640 1.7507 -1.5763 -0.2440 1.125
P -3.7602 3.6744 0.2398 0.3588 2.8298 -0.5580 0.890
O -3.8002 4.9258 -0.5880 1.3596 -2.2492 0.1890 -0.566
O -3.9136 4.1907 1.9004 4.6962 -2.0920 -0.9805 -0.629
O -5.1483 2.5700 -0.1623 6.8927 -6.1341 -4.6207 -0.542
C 0.0336 1.3253 -3.1499 -0.6192 -0.5033 2.5235 -0.469
O -0.0182 1.8305 -4.2226 -0.1763 -0.3881 0.0581 -0.505
N 0.8092 0.1669 -2.7342 1.2130 0.4250 -1.2017 0.347
C 0.1499 -1.1393 -2.9446 0.0365 -0.8404 -0.0581 -0.740
C 1.1623 -2.3689 -2.8534 -1.0158 0.6810 0.1858 -0.124
C 1.5623 -2.9222 -4.2552 -1.0198 -0.1979 0.4894 0.620
F 0.5076 -3.7653 -4.6520 1.1808 0.9620 0.3113 -0.359
F 1.6381 -1.9442 -5.2191 0.3675 -1.0416 1.0018 -0.298
C 2.8425 -3.8822 -4.2253 -1.8163 -0.6743 -1.1309 0.487
F 2.6634 -4.7102 -3.1360 0.7996 0.9761 -0.7947 -0.197
F 2.7064 -4.6900 -5.3477 0.8758 1.0264 1.3834 -0.328
C 4.2170 -3.1187 -4.2565 -0.6682 0.7783 -1.7666 0.591
F 4.1243 -1.9936 -3.4787 0.4872 -1.5097 -0.2410 -0.194
F 4.3306 -2.6420 -5.5613 -0.2621 -0.7921 1.5704 -0.323
C 5.5096 -3.9991 -4.0332 1.3669 0.7488 -1.7451 0.619
F 5.3721 -5.2290 -4.6410 -0.3229 1.3652 1.5062 -0.259
F 6.5014 -3.3778 -4.7944 -1.1062 -0.4251 1.3585 -0.325
C 6.1111 -4.0834 -2.5855 2.2874 -0.5118 0.3642 0.565
F 6.3335 -2.8536 -1.9956 -1.0845 -1.3994 -0.9353 -0.244
F 7.3997 -4.5876 -2.7646 -1.7715 0.2940 -0.1229 -0.334
C 5.4308 -5.0545 -1.5423 0.5424 -1.0883 1.3773 0.523
F 4.8343 -6.1643 -2.0656 0.6981 1.5734 -0.1827 -0.245
F 6.4756 -5.5501 -0.7539 -1.2771 0.7611 -0.8033 -0.334
C 4.4259 -4.3912 -0.5083 -1.3887 -0.6696 0.6174 0.589
F 3.7711 -3.2766 -0.9567 1.0837 -1.0611 -0.0088 -0.236
F 3.4429 -5.3430 -0.2540 1.2281 1.1993 -0.2232 -0.274
C 5.0462 -4.0421 0.9088 -1.0734 1.0613 1.7917 0.522
F 4.0983 -3.2634 1.5492 1.0807 -0.9326 -0.9023 -0.182
F 6.1677 -3.2832 0.8523 -1.0080 -1.4028 -0.1250 -0.216
F 5.1881 -5.1408 1.7109 0.4283 1.3574 -1.5338 -0.232
C 1.3266 0.4289 -1.4033 -2.0907 -0.1184 0.3819 -0.745
O 2.4029 0.1154 -0.9959 -0.3261 -0.0729 -0.1147 -0.493
H -0.1483 4.8953 3.8408 -0.3162 -0.7091 -0.6561 0.387
H -1.2024 4.8384 2.3024 0.7655 -0.3744 0.8121 0.176
H 0.4779 4.2027 2.2646 -0.6822 0.2011 0.7051 0.226
H -2.5459 -0.9903 2.2809 -0.2436 0.9576 -0.3645 0.293
H -3.2512 0.1659 0.9796 0.4475 -0.4688 0.8037 0.158
H -4.1756 -0.2715 2.4517 1.1171 0.2854 -0.3067 0.362
H 1.6169 0.2503 1.2038 -1.0006 0.3687 0.5247 0.845
H 1.0632 1.2604 2.5725 -0.7855 -0.6056 -0.6451 0.475
H -0.6807 -0.5706 3.1380 0.3390 -0.1794 -0.9390 0.079
H -0.2110 -1.4875 1.5581 -0.0585 0.7399 0.6197 0.252
H 1.8139 -0.6678 3.2488 -0.2068 -0.6964 0.2081 0.304
H -4.2299 3.0887 -2.7171 0.4869 -0.8341 0.4030 0.038
H -2.4954 2.3832 -4.1043 -0.3951 -0.5481 0.9581 0.114
H -2.0680 4.7332 -4.2069 -0.0574 0.0933 0.5179 0.175
H -4.2690 5.0976 1.9114 0.3146 -0.3266 -0.4300 0.446
H -4.8220 1.8134 -0.7552 0.1109 0.1625 0.4664 0.353
H -0.3665 -1.1289 -3.9439 0.5124 0.0951 1.0154 0.475
H -0.6274 -1.2714 -2.1321 0.5990 0.0048 -0.8309 0.387
H 2.0149 -2.0399 -2.2134 -0.5208 -0.5301 -0.6974 -0.218
H 0.5765 -3.1804 -2.3362 0.9667 0.6106 -0.5282 0.432
Br -0.1924 -5.1047 1.5993 -0.0617 -0.0194 0.0195 -0.098
C 0.4457 -6.7936 2.3299 0.1719 0.2376 0.0722 -0.583
C 1.0898 -7.6433 1.2653 -0.0846 -0.2785 -0.0147 -0.160
Br -0.2456 -8.4874 0.1251 0.0695 0.0772 -0.0342 -0.145
H -0.4057 -7.2742 2.8067 0.0701 -0.0138 -0.1147 0.416
H 1.1741 -6.5156 3.0920 -0.0071 -0.0160 -0.0669 0.297
H 1.6413 -8.4684 1.7156 -0.0405 0.0803 0.0352 0.388
H 1.7540 -7.0815 0.6124 -0.0931 0.0223 0.1034 -0.105
Br -1.7038 7.4065 -1.5334 0.0363 0.0856 -0.0440 -0.090
C -0.9218 8.2314 -3.1130 0.0401 0.0324 0.4378 -0.610
C -1.9406 9.0423 -3.8722 0.0357 -0.0421 -0.3271 -0.597
Br -3.1383 7.8999 -4.8997 -0.0262 0.0823 0.0715 -0.139
H -0.4837 7.4298 -3.7044 -0.1284 0.0689 -0.0224 0.355
H -0.1271 8.8741 -2.7344 -0.0590 0.0335 -0.1099 0.345
H -1.4518 9.6774 -4.6110 0.0188 -0.0451 0.0688 0.347
H -2.5651 9.6567 -3.2276 0.0871 -0.1106 0.0241 0.355
Br 0.9934 -0.5913 6.9034 -0.0662 -0.0801 0.0153 -0.113
C 1.6314 -2.2821 7.6325 0.1219 0.3314 0.0187 -0.556
C 2.2661 -3.1346 6.5645 -0.0790 -0.3327 -0.0087 -0.626
Br 0.9202 -3.9729 5.4350 0.0382 0.0077 -0.0352 -0.122
H 0.7815 -2.7606 8.1141 0.0774 -0.0256 -0.1123 0.352
H 2.3651 -2.0066 8.3897 -0.0009 -0.0637 -0.0688 0.334
H 2.8180 -3.9616 7.0108 -0.0340 0.0828 0.0371 0.350
H 2.9282 -2.5759 5.9063 -0.1033 0.0370 0.0819 0.350
Br -5.8939 4.0130 0.9070 -12.5886 7.0120 6.1142 0.038
C -7.7026 4.7669 0.7496 0.1780 0.2546 -0.6873 -0.739
C -7.9908 5.7370 1.8657 -0.2940 -0.0379 0.0909 -0.620
Br -8.3761 4.8056 3.5336 0.0953 0.0533 -0.0098 -0.151
H -8.3942 3.9270 0.7200 0.0265 0.0996 0.0882 0.399
H -7.7173 5.2775 -0.2147 -0.0976 0.0564 0.0912 0.389
H -8.8895 6.3156 1.6492 0.0415 -0.0546 -0.0209 0.376
H -7.1661 6.4168 2.0659 -0.0268 -0.1067 -0.0800 0.342
```
Forces are in eV/Å.

Calculated values
HOMO level	-8.4	eV
E	-679723.8211	eV
charge	0

Below is a structure of composition C32H36BrHfN2O3Si in a non-equilibrium geometry, with properties calculated with the ωB97M-V functional and the def2-TZVPD basis.

```
76
Properties=species:S:1:pos:R:3:forces:R:3:mulliken_charge:R:1
Hf -0.4271 -0.9103 1.0185 -0.3576 -0.8023 -0.9280 0.985
O -1.6476 -0.7262 2.6253 -0.0505 0.4690 1.0379 -0.430
N -1.1000 -0.3522 3.7682 -0.2009 -0.3371 -0.3902 -0.412
N 0.1466 -0.4441 3.7438 0.4025 0.1041 0.1646 1.049
O 0.7960 -0.8703 2.6403 -0.1792 0.6820 1.1721 -0.594
C 0.9131 -0.0512 4.9309 -0.2533 -0.4808 -0.6970 0.292
C 0.8694 -0.8998 6.0158 0.0631 0.0562 0.2113 -0.398
C 1.6116 -0.5418 7.1318 0.0218 0.0507 -0.0054 -0.569
C 2.3634 0.6263 7.1168 -0.0026 0.0069 -0.0268 -0.504
C 2.3855 1.4507 5.9954 0.0031 -0.0217 0.0530 -0.639
C 1.6522 1.1113 4.8698 0.1103 0.0760 0.0641 -0.161
H 0.2761 -1.8041 5.9924 0.0147 0.0177 -0.0202 0.471
H 1.6041 -1.1756 8.0080 0.0036 0.0162 -0.0141 0.388
H 2.9424 0.8987 7.9892 -0.0117 0.0017 -0.0150 0.395
H 2.9733 2.3584 5.9994 -0.0042 -0.0144 0.0054 0.397
H 1.6531 1.7299 3.9798 0.0029 -0.0540 0.0531 0.404
C -2.1824 2.8801 -5.4560 0.0203 -0.0620 -0.0531 -1.594
C -2.6205 3.5616 -4.1527 -0.0088 -0.0533 0.1793 1.915
C -2.2027 5.0304 -4.2023 0.0051 0.1032 -0.0018 -1.998
C -4.1484 3.4891 -4.0319 -0.1087 0.0531 -0.0016 -1.698
C -1.9665 2.8249 -2.9798 0.0491 -0.1191 -0.0749 -0.426
C -2.4197 1.5474 -2.6216 -0.0189 0.2509 -0.0850 -0.574
C -1.7323 0.8747 -1.6521 -0.2788 0.0524 -0.1295 0.550
Br -2.4530 -0.7891 -1.0198 0.2051 -0.0914 0.1604 -0.236
C -0.5963 1.3697 -1.0130 0.4097 -1.0201 0.4811 0.633
O 0.0808 0.4647 -0.2130 -0.1255 1.0862 -0.5268 -0.500
C -0.2174 2.6761 -1.2261 0.0675 0.4997 -0.2819 -0.847
C -0.9121 3.3506 -2.2499 -0.0208 0.0692 0.0846 0.409
C 0.8666 3.4594 -0.4631 -0.0241 -0.1391 -0.1453 2.128
C 0.2489 4.7780 0.0257 -0.0035 0.0814 0.0199 -1.754
C 1.4312 2.7507 0.7740 -0.0166 0.0300 0.0795 -2.087
C 2.0290 3.7568 -1.4173 0.0870 0.0285 -0.0657 -1.733
H -2.6275 3.3888 -6.3140 0.0030 -0.0091 0.0306 0.442
H -2.4964 1.8338 -5.4871 0.0075 0.0385 0.0253 0.358
H -1.0966 2.9095 -5.5689 -0.0184 0.0110 0.0085 0.357
H -2.7183 5.5221 -5.0287 0.0145 -0.0101 0.0214 0.443
H -1.1308 5.1483 -4.3765 -0.0297 -0.0241 -0.0088 0.363
H -2.4638 5.5633 -3.2839 -0.0093 -0.0460 -0.0271 0.425
H -4.6087 4.1003 -4.8104 0.0220 -0.0215 0.0033 0.458
H -4.4945 3.8625 -3.0652 0.0470 0.0122 -0.0277 0.383
H -4.5311 2.4747 -4.1598 0.0477 0.0192 0.0094 0.330
H -3.2965 1.1088 -3.0783 0.0434 0.0028 -0.0080 0.376
H -0.6011 4.3618 -2.4724 0.0182 -0.0747 0.0057 0.346
H -0.6037 4.5928 0.6832 0.0328 -0.0011 0.0016 0.389
H -0.0924 5.4138 -0.7915 0.0361 -0.0344 0.0384 0.367
H 1.0003 5.3388 0.5848 -0.0352 0.0131 -0.0036 0.469
H 0.6415 2.4771 1.4782 -0.0722 -0.0166 -0.0024 0.302
H 2.0909 3.4509 1.2920 0.0017 -0.0268 -0.0352 0.620
H 2.0122 1.8634 0.5359 -0.0024 -0.0444 -0.0846 0.336
H 1.7090 4.3484 -2.2769 -0.0235 -0.0245 0.0383 0.344
H 2.4741 2.8335 -1.7939 -0.0074 0.0069 0.0254 0.363
H 2.8052 4.3218 -0.8965 -0.0139 -0.0117 -0.0047 0.458
C 0.8080 -4.5218 -3.9219 -0.0193 -0.0021 0.0638 -0.387
C 1.1039 -3.2734 -3.3973 -0.0879 -0.1381 0.0996 -0.756
C 0.7510 -2.9811 -2.0826 0.1134 0.1377 -0.1333 0.033
C 0.1064 -3.9101 -1.2647 0.0229 -0.1343 -0.4450 0.576
C -0.1751 -5.1679 -1.8196 0.0400 0.0394 -0.0059 -0.466
C 0.1686 -5.4700 -3.1282 0.0350 0.0600 -0.0295 -0.702
Si -0.3883 -3.5454 0.4951 0.1527 -0.0827 -0.5691 0.465
C 0.4951 -4.6828 1.6498 0.1332 -0.2378 0.3856 0.258
C 1.8933 -4.7120 1.6682 0.0626 -0.0684 0.0569 -0.282
C 2.5791 -5.5934 2.4905 -0.0748 0.0361 -0.0189 -0.701
C 1.8721 -6.4611 3.3156 0.0507 0.0061 -0.0045 -0.410
C 0.4860 -6.4450 3.3150 -0.0988 0.1046 -0.0786 -0.557
C -0.2004 -5.5598 2.4863 0.1742 -0.0799 0.1197 -0.203
H 1.0772 -4.7586 -4.9436 -0.0129 -0.0131 0.0254 0.387
H 1.6078 -2.5324 -4.0048 -0.0078 0.0016 0.0260 0.410
H 1.0095 -1.9904 -1.7145 -0.0668 -0.0129 0.1195 0.119
H -0.6652 -5.9292 -1.2211 0.0029 0.0445 0.0124 0.354
H -0.0592 -6.4471 -3.5349 -0.0028 0.0094 0.0176 0.394
H -1.8388 -3.8511 0.6184 -0.2349 0.0168 0.0899 -0.199
H 2.4616 -4.0511 1.0198 -0.0320 -0.0104 -0.0051 0.330
H 3.6615 -5.6091 2.4838 -0.0142 -0.0064 0.0071 0.392
H 2.4065 -7.1543 3.9534 -0.0205 0.0133 -0.0114 0.397
H -0.0642 -7.1265 3.9516 0.0029 0.0118 -0.0131 0.396
H -1.2849 -5.5658 2.4885 0.0197 0.0065 -0.0191 0.362
```
Forces are in eV/Å.

Calculated values
HOMO level	-10.9	eV
E	-122111.4199	eV
charge	+1